{
  "formula": "C19H38NO4P3Tc",
  "method": "ωB97M-V/def2-TZVPD",
  "e_homo_ev": [-20.452, -20.374],
  "s2": 3.760,
  "de_lowest_kj_mol": 1.5,
  "homo_lumo_gap_ev": [8.30, 5.83],
  "multiplicity": 4,
  "mol_weight_da": 535.44,
  "total_charge": 4,
  "lumo_energy_ev": [-12.15, -14.54],
  "symbols": ["Tc", "P", "P", "P", "O", "O", "O", "O", "N", "C", "C", "C", "C", "C", "C", "C", "C", "C", "C", "C", "C", "C", "C", "C", "C", "C", "C", "C", "H", "H", "H", "H", "H", "H", "H", "H", "H", "H", "H", "H", "H", "H", "H", "H", "H", "H", "H", "H", "H", "H", "H", "H", "H", "H", "H", "H", "H", "H", "H", "H", "H", "H", "H", "H", "H", "H"],
  "xyz": [[-0.54, 1.80, -0.85], [-1.25, 4.07, -0.56], [3.67, -0.76, 0.03], [-2.63, -2.59, 0.17], [1.69, 1.89, 1.24], [0.05, -0.77, 1.66], [-2.79, 0.97, 1.09], [1.17, -2.71, 1.28], [0.88, -3.58, 3.60], [-1.13, -0.25, -2.41], [4.95, 0.39, -0.64], [-0.80, 1.84, -3.57], [1.08, 0.77, -2.47], [-2.91, 4.28, -1.28], [-3.32, -2.58, 1.87], [-4.21, -2.60, -0.77], [0.17, -0.14, -1.86], [4.55, -2.33, -0.42], [-0.09, 5.09, -1.50], [-1.94, 1.27, 0.34], [-1.64, 0.78, -3.18], [0.60, -1.84, 2.01], [4.28, -0.70, 1.78], [0.84, 1.84, 0.44], [0.55, -2.13, 3.51], [-1.35, 4.84, 1.08], [0.57, 1.80, -3.28], [-2.11, -4.34, 0.00], [1.22, 2.58, -3.68], [2.14, 0.67, -2.26], [4.59, -2.42, -1.52], [0.91, 4.96, -1.08], [-2.89, -4.99, 0.41], [4.76, 0.55, -1.71], [-0.37, 4.79, 1.58], [-3.14, 5.35, -1.36], [5.96, -0.02, -0.50], [-3.64, 3.79, -0.63], [3.84, 0.19, 2.26], [-0.38, 6.14, -1.43], [5.37, -0.61, 1.78], [1.31, -1.55, 4.04], [-2.58, -2.15, 2.55], [3.98, -1.58, 2.35], [-2.97, 3.80, -2.27], [3.96, -3.16, -0.03], [-2.66, 0.77, -3.56], [-0.45, -1.94, 3.93], [4.87, 1.36, -0.13], [-1.64, 5.89, 0.95], [-1.15, -4.47, 0.51], [-4.20, -1.92, 1.89], [-3.99, -2.57, -1.85], [-1.73, -1.15, -2.19], [-4.80, -3.49, -0.53], [-2.09, 4.33, 1.70], [1.18, -3.86, 2.62], [-1.19, 2.63, -4.21], [5.57, -2.37, -0.01], [0.55, -0.94, -1.21], [-1.96, -4.53, -1.07], [1.60, -3.74, 4.31], [-4.75, -1.69, -0.51], [-0.07, 4.77, -2.54], [-3.59, -3.60, 2.18], [0.06, -4.13, 3.89]]
}

=====

{
  "formula": "C38H75F3NO",
  "method": "ωB97M-V/def2-TZVPD",
  "e_homo_ev": -12.377,
  "homo_lumo_gap_ev": 8.13,
  "mol_weight_da": 619.02,
  "total_charge": 1,
  "lumo_energy_ev": -4.24,
  "symbols": ["F", "F", "F", "O", "N", "C", "C", "C", "C", "C", "C", "C", "C", "C", "C", "C", "C", "C", "C", "C", "C", "C", "C", "C", "C", "C", "C", "C", "C", "C", "C", "C", "C", "C", "C", "C", "C", "C", "C", "C", "C", "C", "C", "H", "H", "H", "H", "H", "H", "H", "H", "H", "H", "H", "H", "H", "H", "H", "H", "H", "H", "H", "H", "H", "H", "H", "H", "H", "H", "H", "H", "H", "H", "H", "H", "H", "H", "H", "H", "H", "H", "H", "H", "H", "H", "H", "H", "H", "H", "H", "H", "H", "H", "H", "H", "H", "H", "H", "H", "H", "H", "H", "H", "H", "H", "H", "H", "H", "H", "H", "H", "H", "H", "H", "H", "H", "H", "H"],
  "xyz": [[6.38, 1.12, -1.42], [7.13, -1.11, -1.19], [5.75, -0.53, -2.89], [4.66, -1.96, -0.45], [2.21, 0.03, -0.47], [0.40, -3.41, 2.37], [8.87, -1.95, -3.21], [-9.27, 0.37, 2.72], [3.48, 0.17, -1.24], [0.55, 2.45, 5.73], [-7.52, 1.35, -0.47], [2.02, -0.75, 0.72], [1.06, 0.75, -1.01], [-3.12, 1.62, 3.30], [4.76, -0.51, -0.55], [2.01, -5.49, 1.73], [-2.70, 5.37, -3.04], [9.13, -4.47, -2.95], [-7.16, 1.84, 0.92], [10.03, -4.70, -4.17], [0.53, -1.84, 2.78], [8.16, -3.29, -3.07], [-4.10, 4.64, -0.34], [6.04, -0.25, -1.53], [-3.24, 3.83, -5.00], [-6.84, 0.71, 1.89], [-1.06, 2.60, 5.48], [-2.00, 0.51, 3.02], [-0.58, -0.13, 0.89], [-2.61, 3.14, 3.32], [-2.26, 4.28, -2.06], [1.60, -3.93, 1.43], [-9.07, 1.04, 4.07], [-1.23, 3.39, 4.10], [-0.35, 0.72, -0.39], [-2.04, -0.14, 1.54], [1.15, -3.82, -0.13], [9.29, -4.91, -5.49], [-7.99, -0.27, 2.17], [-3.74, 4.93, -4.07], [-3.38, 3.65, -1.24], [8.41, -6.15, -5.50], [0.64, -0.90, 1.46], [-10.03, -0.41, 2.82], [1.14, -6.00, 2.27], [-8.24, -0.81, 1.25], [-1.73, 3.49, -2.61], [-2.20, -0.36, 3.76], [2.96, -5.45, 2.39], [1.41, -1.65, 3.50], [7.93, -6.27, -6.47], [-9.67, 1.10, 2.00], [-2.69, 0.58, 0.90], [-7.64, -1.03, 2.88], [9.00, -7.05, -5.30], [0.91, 1.37, 5.60], [-0.92, 0.84, 3.22], [-4.11, 3.16, -1.90], [-5.99, 0.13, 1.50], [0.89, 2.87, 6.73], [-4.02, 5.80, -4.68], [-1.52, 4.72, -1.37], [1.12, 3.05, 4.91], [-7.71, 2.21, -1.13], [-1.82, 5.74, -3.57], [-4.66, 4.60, -3.58], [-3.10, 6.23, -2.49], [9.47, -1.90, -4.12], [-1.45, 3.16, 6.40], [-10.01, 1.46, 4.43], [8.55, -5.38, -2.75], [8.14, -1.14, -3.25], [10.03, -5.01, -6.29], [4.99, -0.13, 0.50], [9.53, -1.76, -2.35], [3.69, 1.28, -1.53], [0.15, -3.25, -0.22], [1.19, 1.38, -1.97], [-0.58, -3.59, 1.78], [-2.52, 3.53, 2.25], [-3.40, 5.11, 0.36], [-1.18, 4.52, 4.34], [8.69, -4.03, -5.74], [2.56, -3.33, 1.63], [7.47, -3.43, -3.90], [10.71, -3.85, -4.28], [-6.70, 0.77, -0.91], [7.54, -3.26, -2.16], [-2.95, 2.85, -0.62], [-8.42, 0.73, -0.47], [7.62, -6.09, -4.75], [1.93, -3.15, -0.68], [2.33, -6.01, 0.76], [-3.42, 3.75, 3.87], [-3.00, 2.92, -4.45], [-0.37, 3.19, 3.36], [-1.47, 1.54, 5.49], [-7.97, 2.47, 1.31], [-4.87, 4.13, 0.25], [-4.02, 3.57, -5.73], [-2.35, 4.15, -5.54], [-6.29, 2.50, 0.85], [-4.59, 5.43, -0.91], [-8.35, 1.86, 4.01], [3.32, -0.37, -2.25], [-2.56, -1.15, 1.50], [-6.50, 1.14, 2.84], [9.76, -4.33, -2.07], [2.90, -1.30, 1.20], [0.38, -4.06, 3.32], [-8.71, 0.32, 4.81], [-3.64, 1.39, 4.29], [-0.42, -1.61, 3.39], [4.83, -2.34, -1.35], [-1.21, 1.32, -0.86], [-3.92, 1.52, 2.47], [1.11, -4.82, -0.67], [10.66, -5.57, -3.97]]
}